{
  "formula": "C30H58N11O5STi",
  "method": "ωB97M-V/def2-TZVPD",
  "e_above_lowest_ev": 1.302,
  "gap_ha": [0.3008, 0.2845],
  "e_homo_ev": [-13.1, -13.3],
  "s_squared": 0.76,
  "e_tot_ev": -92614.925,
  "spin_multiplicity": 2,
  "total_charge": 2,
  "largest_force_ev_per_a": 1.762,
  "symbols": ["Ti", "C", "N", "C", "C", "N", "C", "C", "N", "C", "C", "N", "C", "N", "C", "C", "N", "C", "C", "C", "C", "N", "C", "N", "C", "C", "N", "C", "C", "N", "C", "C", "H", "H", "H", "H", "H", "H", "H", "H", "H", "H", "H", "H", "H", "H", "H", "H", "H", "H", "H", "H", "H", "H", "H", "H", "H", "H", "H", "H", "H", "H", "H", "H", "H", "H", "H", "H", "H", "H", "H", "H", "H", "H", "H", "H", "H", "H", "H", "H", "O", "C", "O", "C", "C", "C", "C", "C", "C", "N", "O", "O", "H", "H", "H", "H", "C", "S", "C", "O", "H", "H", "H", "H", "H", "H"],
  "coordinates": [[-1.064207, 0.219361, 0.739591], [-2.115192, -4.592207, -1.466357], [-1.094867, -3.568728, -1.218699], [0.273561, -3.967034, -1.523063], [-1.415747, -2.373766, -0.683054], [-0.676139, -1.690757, 0.169470], [0.381894, -2.316916, 0.970449], [1.119125, -1.243068, 1.806951], [1.099899, 0.117852, 1.173577], [2.191624, 0.261509, 0.166177], [2.361096, -0.748898, -0.937430], [1.438662, -0.561099, -2.036364], [1.846584, -0.798067, -3.228188], [0.923508, -0.483740, -4.271588], [1.138646, 0.652135, -5.157106], [0.405913, -1.664558, -4.950629], [3.044784, -1.385004, -3.567186], [3.700381, -1.126266, -4.846559], [3.607856, -2.535748, -2.861555], [1.389664, 1.168842, 2.225305], [0.102139, 1.848459, 2.685164], [-0.647993, 2.100507, 1.447977], [-1.908367, 2.522981, 1.442460], [-2.196948, 3.388671, 0.419615], [-1.283312, 4.507039, 0.156705], [-3.590585, 3.723738, 0.128927], [-2.740121, 2.437804, 2.594576], [-4.031165, 1.746068, 2.529433], [-2.864025, 3.738821, 3.275938], [-2.639561, -1.878479, -1.049446], [-3.049280, -1.875851, -2.447218], [-3.443006, -1.087194, -0.128775], [-1.775885, -5.531928, -1.032851], [-2.280871, -4.744185, -2.534231], [-3.050990, -4.316412, -0.990331], [0.247314, -4.603371, -2.407208], [0.733894, -4.541530, -0.717500], [0.871882, -3.087628, -1.755876], [1.097032, -2.858407, 0.368153], [-0.071062, -3.042426, 1.645940], [2.148577, -1.561697, 1.985608], [0.627567, -1.151828, 2.772509], [3.126263, 0.213827, 0.733512], [2.120519, 1.263144, -0.258869], [2.297715, -1.754816, -0.520023], [3.400893, -0.621897, -1.258541], [1.700380, 1.437919, -4.646128], [0.168663, 1.060243, -5.453268], [1.668668, 0.394112, -6.079991], [1.112314, -2.110908, -5.663515], [-0.490988, -1.384199, -5.505561], [0.128134, -2.422333, -4.216128], [3.549920, -0.105444, -5.173522], [3.375238, -1.814481, -5.631233], [4.771702, -1.262464, -4.704532], [2.949687, -2.877984, -2.068935], [4.591764, -2.313474, -2.444315], [3.726411, -3.356109, -3.573221], [2.033778, 1.922714, 1.782969], [1.923808, 0.719955, 3.062478], [0.334339, 2.797790, 3.170327], [-0.434915, 1.236508, 3.401870], [-1.643134, 5.403132, 0.670541], [-1.242103, 4.725936, -0.911268], [-0.287724, 4.270157, 0.513083], [-4.194400, 2.825174, 0.038709], [-3.627593, 4.252399, -0.823553], [-4.033012, 4.383610, 0.875631], [-3.915455, 0.748187, 2.117108], [-4.787585, 2.289367, 1.959454], [-4.407446, 1.646948, 3.547924], [-1.946360, 4.316813, 3.163511], [-3.021720, 3.553979, 4.339035], [-3.705776, 4.336930, 2.916605], [-2.285004, -2.344462, -3.063217], [-3.180410, -0.846188, -2.791216], [-3.993490, -2.403442, -2.587935], [-3.378939, -1.536622, 0.855700], [-4.481117, -1.123744, -0.451598], [-3.164078, -0.017297, -0.095220], [-2.274719, -2.482877, 2.599815], [-2.078127, -1.403419, 3.095168], [-1.738802, -0.324323, 2.347057], [-2.192859, -1.169742, 4.557952], [-2.222801, -2.281861, 5.393624], [-2.335781, -2.116281, 6.762678], [-2.423561, -0.834578, 7.265696], [-2.403557, 0.286589, 6.460356], [-2.285897, 0.113807, 5.090041], [-2.564988, -0.655093, 8.736139], [-2.616239, -1.659657, 9.408682], [-2.618684, 0.481501, 9.151680], [-2.157189, -3.272957, 4.964907], [-2.363615, -2.961862, 7.435123], [-2.479990, 1.267297, 6.908587], [-2.284363, 0.973020, 4.430593], [-2.167785, 2.199484, -3.006528], [-0.815798, 1.154263, -2.510516], [0.376908, 2.470224, -2.272128], [-1.227509, 0.805845, -1.060102], [-2.400765, 2.867539, -2.178551], [-3.020611, 1.563681, -3.242970], [-1.869126, 2.752813, -3.898619], [1.364376, 2.072860, -2.504717], [0.309676, 2.737883, -1.218156], [0.141878, 3.316567, -2.913491]],
  "forces_ev_per_angstrom": [[0.7, -0.4, -0.7], [0.1, 0.1, 0.0], [0.1, -0.2, -0.1], [-0.2, 0.0, -0.1], [-0.1, 0.0, 0.4], [0.2, -0.6, -0.4], [-0.2, 0.1, 0.0], [-0.2, -0.1, -0.3], [0.1, -0.1, 0.6], [0.1, 0.1, 0.3], [0.0, 0.0, -0.1], [-0.1, 0.1, 0.3], [0.1, -0.1, -0.4], [0.3, -0.2, -0.3], [0.1, -0.1, 0.2], [0.1, 0.1, -0.1], [0.0, -0.1, 0.0], [-0.1, -0.1, 0.1], [0.0, 0.0, -0.1], [-0.3, -0.1, 0.0], [0.0, -0.1, -0.2], [-0.5, 0.7, 0.5], [1.2, 1.1, 0.5], [-0.7, 0.1, 0.1], [0.0, -0.1, -0.2], [0.1, 0.0, -0.1], [-0.2, 0.0, -0.1], [0.1, 0.0, 0.1], [0.0, -0.1, 0.0], [0.0, 0.2, 0.0], [0.0, -0.1, 0.1], [0.3, -0.4, -0.1], [0.0, 0.0, 0.0], [0.0, 0.0, 0.0], [0.0, 0.0, 0.0], [0.0, 0.0, -0.1], [0.0, 0.0, 0.0], [-0.1, 0.0, 0.0], [0.1, 0.0, -0.1], [0.0, 0.0, 0.1], [0.1, 0.0, 0.0], [0.1, 0.1, 0.1], [0.0, 0.1, 0.1], [-0.1, 0.0, 0.0], [0.1, 0.1, -0.1], [0.0, 0.0, -0.1], [0.0, -0.1, -0.1], [-0.1, 0.1, 0.0], [0.0, 0.0, 0.0], [0.0, 0.0, 0.0], [0.0, 0.0, 0.0], [0.0, 0.0, 0.0], [0.0, 0.1, 0.0], [0.0, 0.0, 0.0], [0.0, 0.0, 0.0], [0.1, 0.0, -0.1], [0.0, 0.0, 0.0], [0.0, 0.0, 0.0], [0.1, 0.0, -0.1], [0.1, 0.0, 0.0], [0.1, 0.0, 0.0], [-0.1, 0.0, 0.1], [0.0, 0.0, 0.0], [0.0, 0.0, 0.0], [0.0, 0.0, 0.0], [0.0, 0.0, 0.0], [0.0, 0.0, 0.0], [0.0, 0.0, 0.0], [0.0, 0.0, 0.0], [0.0, 0.0, 0.0], [0.0, -0.1, 0.0], [0.0, 0.0, 0.0], [0.0, 0.0, 0.0], [0.0, 0.0, 0.0], [0.0, 0.0, 0.0], [0.0, 0.0, 0.0], [0.0, 0.0, 0.0], [0.0, 0.0, 0.1], [0.0, 0.1, 0.0], [-0.2, 0.0, -0.1], [0.0, -0.2, -0.2], [0.0, 0.4, -0.2], [-0.7, -0.9, 1.4], [0.1, 0.2, 0.0], [0.0, -0.1, 0.0], [0.0, -0.2, 0.0], [-0.1, 0.1, 0.1], [0.0, 0.1, 0.0], [0.0, 0.0, 0.0], [0.0, -0.1, 0.0], [0.0, 0.0, 0.0], [0.0, 0.0, -0.1], [0.0, 0.0, 0.0], [0.0, 0.0, 0.0], [0.0, 0.0, 0.0], [0.0, 0.0, 0.0], [-0.3, 0.1, 0.0], [-0.2, 0.0, 0.4], [0.4, -0.1, 0.0], [-0.1, 0.4, -1.4], [0.0, 0.1, -0.1], [0.0, 0.1, 0.0], [0.0, -0.1, 0.0], [-0.1, 0.1, 0.1], [0.0, 0.1, 0.0], [0.0, 0.0, 0.0]],
  "lowdin_spin": [0.79, 0.00, 0.00, 0.00, 0.00, 0.00, 0.00, 0.00, 0.00, 0.00, 0.00, 0.00, 0.00, 0.00, 0.00, 0.00, 0.00, 0.00, 0.00, 0.00, 0.01, 0.01, 0.06, 0.06, 0.01, 0.00, 0.01, 0.01, 0.00, 0.01, 0.00, 0.00, 0.00, 0.00, 0.00, 0.00, 0.00, 0.00, 0.00, 0.00, 0.00, 0.00, 0.00, 0.00, 0.00, 0.00, 0.00, 0.00, 0.00, 0.00, 0.00, 0.00, 0.00, 0.00, 0.00, 0.00, 0.00, 0.00, 0.00, 0.00, 0.00, 0.00, 0.00, 0.00, 0.00, 0.00, 0.00, 0.00, 0.00, 0.00, 0.00, 0.00, 0.00, 0.00, 0.00, 0.00, 0.00, 0.00, 0.00, 0.00, 0.00, 0.00, -0.01, 0.00, 0.00, 0.00, 0.00, 0.00, 0.00, 0.00, 0.00, 0.00, 0.00, 0.00, 0.00, 0.00, 0.00, 0.00, 0.00, 0.01, 0.00, 0.00, 0.00, 0.00, 0.00, 0.00]
}